1.
The following is a quantum chemistry calculation of a structure of composition C45H59As3N3NaOP, from OMol25.

Last column: Löwdin charge in e.
Positions of all 113 atoms, in Å:
1 As -2.617 -0.025 -1.641  1.14
2 As 0.277 0.938 -3.363  1.15
3 As -3.299 5.155 -2.524  1.15
4 P 1.340 2.176 0.907  1.14
5 Na -0.024 -0.026 -0.459  -0.03
6 O 4.153 -1.451 0.102  0.01
7 N 2.117 -0.723 -0.497  0.12
8 N -0.538 -2.626 1.747  0.12
9 N -1.844 -0.072 1.486  0.10
10 C -0.225 2.726 4.689  -0.08
11 C -3.157 1.607 2.585  -0.06
12 C -1.696 -2.343 2.351  -0.22
13 C 2.044 -2.208 -0.574  -0.27
14 C 3.286 -0.425 -0.081  -0.30
15 C -1.679 6.145 -3.011  -0.35
16 C -3.048 -1.362 -3.008  -0.30
17 C 3.884 0.867 0.346  -0.13
18 C 0.437 1.766 5.440  -0.08
19 C 1.971 1.829 -2.924  -0.31
20 C -0.917 2.514 -3.200  -0.35
21 C 0.016 2.837 3.326  -0.13
22 C 0.047 -2.719 -2.096  -0.08
23 C 1.562 -2.823 -1.896  -0.36
24 C 3.469 -2.668 -0.240  -0.06
25 C 5.285 0.915 0.283  -0.01
26 C -3.065 3.692 -3.862  -0.38
27 C -2.158 -4.665 2.735  -0.05
28 C 5.327 2.887 1.618  -0.05
29 C 0.958 2.018 2.702  -0.37
30 C -2.607 4.476 -0.801  -0.36
31 C 2.329 -2.268 -3.100  -0.05
32 C -3.385 0.752 3.648  -0.04
33 C -4.285 -0.275 -0.641  -0.29
34 C -3.248 1.620 -2.520  -0.35
35 C 3.186 1.909 0.981  -0.28
36 C 1.379 4.014 0.645  -0.35
37 C 3.945 2.872 1.650  -0.07
38 C 1.642 6.746 0.042  -0.07
39 C 1.601 1.041 3.464  -0.08
40 C -2.537 -3.339 2.845  -0.01
41 C -2.354 1.157 1.554  -0.20
42 C 0.668 0.917 -5.287  -0.30
43 C 1.540 4.965 1.658  -0.11
44 C 1.661 6.314 1.361  -0.06
45 C -2.845 -0.521 3.606  -0.01
46 C -2.403 2.328 -3.591  -0.66
47 C 1.324 4.471 -0.670  -0.11
48 C 1.479 5.818 -0.972  -0.08
49 C -0.185 -3.908 1.657  -0.14
50 C 6.003 1.927 0.882  -0.05
51 C -0.947 -4.961 2.136  -0.05
52 C -2.500 1.536 -4.907  -0.08
53 C 1.338 0.911 4.820  -0.07
54 C -2.113 -0.916 2.488  -0.21
55 H -2.128 1.815 0.713  0.09
56 H -1.577 7.015 -2.361  0.02
57 H -3.967 1.074 4.505  0.12
58 H 1.468 6.146 -2.004  0.10
59 H -0.794 5.519 -2.910  -0.01
60 H 1.355 -2.507 0.217  0.09
61 H -3.487 -3.081 3.293  0.11
62 H 1.832 -2.548 -4.030  0.09
63 H -2.555 4.179 -4.698  0.07
64 H -3.978 -1.102 -3.512  0.03
65 H 3.438 3.647 2.203  0.09
66 H -1.902 2.007 -5.689  0.09
67 H 5.810 0.126 -0.234  0.12
68 H 2.331 0.390 2.996  0.11
69 H -0.218 -1.742 -2.499  -0.01
70 H 1.649 0.462 -5.411  0.02
71 H 5.870 3.655 2.155  0.11
72 H 2.033 2.813 -3.389  0.04
73 H 1.189 3.763 -1.478  0.05
74 H 0.767 -4.115 1.173  0.10
75 H -4.464 0.566 0.024  0.02
76 H 2.115 1.916 -1.850  -0.03
77 H -5.119 -0.357 -1.336  0.03
78 H 2.783 1.215 -3.316  0.03
79 H -2.149 0.511 -4.774  0.04
80 H -3.569 2.609 2.566  0.12
81 H -0.602 -5.981 2.028  0.11
82 H -2.255 -1.467 -3.746  0.01
83 H -2.991 -1.208 4.430  0.12
84 H 3.517 -3.345 0.611  0.13
85 H -0.292 -3.468 -2.814  0.09
86 H 1.852 0.153 5.400  0.11
87 H 3.978 -3.126 -1.088  0.12
88 H 1.757 7.798 -0.190  0.11
89 H 7.083 1.945 0.809  0.11
90 H -4.232 -1.183 -0.041  0.03
91 H 0.699 1.928 -5.691  0.04
92 H -0.830 2.810 -2.153  0.03
93 H -0.938 3.392 5.164  0.11
94 H 1.568 4.666 2.697  0.10
95 H -0.483 3.316 -3.803  0.08
96 H -4.084 3.498 -4.201  0.06
97 H 1.811 -3.886 -1.806  0.14
98 H -0.513 3.585 2.749  0.10
99 H -0.503 -2.878 -1.163  0.07
100 H 0.255 1.685 6.505  0.11
101 H -2.373 5.359 -0.204  0.02
102 H -3.380 3.912 -0.278  0.00
103 H 3.354 -2.644 -3.144  0.08
104 H -2.801 -5.451 3.109  0.12
105 H -1.756 6.494 -4.040  0.02
106 H -4.225 1.394 -2.954  0.09
107 H -3.534 1.493 -5.254  0.09
108 H 1.784 7.025 2.169  0.11
109 H -3.175 -2.319 -2.503  0.03
110 H -3.432 2.304 -1.689  0.04
111 H 2.372 -1.180 -3.053  0.04
112 H -1.703 3.875 -0.888  -0.01
113 H -0.058 0.327 -5.838  0.02

Forces on atoms 1 to 3 (eV/Å):
-0.53 -0.01 -0.37
0.14 0.24 -0.33
0.12 0.00 -0.01

- Orbital gap: 8.3 eV
- Molar mass: 936.72 u
- LUMO: -2.08 eV
- Calculated total energy: -9200.4761 hartree
- HOMO energy: -0.383 hartree
- Relative energy (zero: lowest compared OMol25 entry of this formula, charge and spin): 6.54 kcal per mole
- Total charge: +1
- F_max: 0.7 eV/A

2.
The following is a quantum chemistry calculation of a cluster of 2 separate species, C2H8S3 in total at a distorted geometry, from OMol25.

Last column: Löwdin charge in e.
Positions of all 13 atoms, in Å:
1 S -1.165 0.849 -0.790  0.70
2 S 3.694 -0.564 -0.633  0.19
3 S 2.734 1.141 -0.086  0.24
4 C -1.278 -0.938 -0.792  -0.46
5 C -1.181 1.087 1.079  -0.35
6 H -0.582 -1.423 -0.110  0.03
7 H -2.312 -1.173 -0.510  0.03
8 H -1.162 -1.314 -1.805  0.03
9 H 3.183 -1.667 -0.043  -0.20
10 H -0.940 0.100 1.458  0.02
11 H -2.174 1.438 1.340  0.02
12 H 1.562 0.704 -0.468  -0.29
13 H -0.380 1.760 1.360  0.02

Forces on atoms 1 to 3 (eV/Å):
0.59 0.48 0.95
1.22 -0.76 -1.08
0.20 -0.04 0.94

- Orbital gap: 9.0 eV
- Molar mass: 128.29 u
- LUMO: 0.36 eV
- Calculated total energy: -1275.5241 hartree
- HOMO energy: -0.319 hartree
- Relative energy (zero: lowest compared OMol25 entry of this formula, charge and spin): 14.27 kcal per mole
- Structure (SMILES): CSC.SS
- F_max: 1.8 eV/A

3.
The following is a quantum chemistry calculation of a cluster of 2 separate species, C3H8NO2 in total at a distorted geometry, from OMol25.

Last column: Löwdin charge in e.
Positions of all 14 atoms, in Å:
1 O -1.306 1.946 0.302  0.07
2 O 2.932 -0.001 0.293  0.08
3 N -1.564 -0.274 0.105  -0.04
4 C -1.277 -1.647 -0.126  -0.04
5 C -0.757 0.731 0.074  -0.11
6 C 1.913 0.534 -0.343  0.08
7 H -1.713 -1.962 -1.132  0.13
8 H 1.954 1.604 -0.260  0.10
9 H -0.607 2.591 0.123  0.11
10 H -2.468 -0.036 0.420  0.14
11 H -0.301 -1.866 0.056  0.04
12 H 1.880 0.038 -1.282  0.11
13 H -2.054 -2.066 0.680  0.15
14 H 3.367 0.408 1.090  0.18

Forces on atoms 1 to 3 (eV/Å):
0.69 -1.50 -0.31
-0.78 -0.88 0.97
1.00 2.31 -0.11

- Orbital gap: 8.2 eV
- Molar mass: 90.10 u
- LUMO: -5.66 eV
- Calculated total energy: -323.9405 hartree
- HOMO energy: -0.511 hartree
- Relative energy (zero: lowest compared OMol25 entry of this formula, charge and spin): 117.22 kcal per mole
- Total charge: +1
- F_max: 6.2 eV/A